Density functional theory data (ωB97M-V/def2-TZVPD) for C29H30N6O2RbS as an isolated structure.

Structure (XYZ):
```
69
Properties=species:S:1:pos:R:3:forces:R:3:nbo_charge:R:1
Rb 2.011152 1.217463 0.533401 -0.074 0.067 -0.259 0.943
O 0.623222 1.756685 5.351704 -0.090 -1.662 1.496 -0.700
C 0.241267 3.014456 5.514750 0.469 0.292 -0.544 0.337
C -0.060765 3.488561 6.779098 -1.297 2.783 -0.099 -0.297
C -0.396703 4.888045 6.961618 0.746 -2.014 0.191 -0.190
C -0.299832 5.756282 5.891112 -0.857 0.344 -0.600 -0.290
C -0.090757 5.230426 4.623539 0.957 -1.737 0.812 -0.138
C 0.192901 3.856828 4.416956 -0.116 1.573 -1.257 -0.193
C 0.406094 3.304815 2.988326 0.041 0.058 3.369 0.620
O 0.888586 2.143839 2.868786 0.079 -0.171 -0.122 -0.803
N -0.037101 4.120454 2.084270 0.008 0.484 0.131 -0.489
N 0.110388 3.531702 0.901729 -0.466 0.050 -2.170 -0.224
C -0.605044 4.088852 -0.002406 0.863 -1.289 -1.372 -0.043
C -0.676166 3.540586 -1.378776 0.483 -0.705 -1.372 0.193
C -1.688579 3.960313 -2.314846 1.738 0.056 2.934 -0.272
C -1.781349 3.270756 -3.486002 0.501 -1.853 -1.524 -0.184
C -0.904776 2.186224 -3.818197 0.123 1.045 1.182 -0.282
C 0.097009 1.919020 -2.855290 -0.821 0.052 -1.950 0.050
N 0.245505 2.574296 -1.745786 -1.336 1.706 2.495 -0.459
H 0.804276 1.519770 4.419924 -0.066 0.799 -0.553 0.521
H -0.277103 2.781253 7.534176 0.269 -0.548 0.922 0.209
H -0.685258 5.250138 7.950937 0.092 -0.201 -0.250 0.199
H -0.575343 6.824039 5.914449 0.336 -0.589 0.497 0.202
H -0.002484 5.895584 3.817475 -0.206 0.591 -1.170 0.219
H -1.186070 4.920570 0.281571 -0.926 1.069 0.078 0.168
H -2.282167 4.812122 -1.942859 -0.137 -0.626 -0.795 0.217
H -2.578040 3.478033 -4.165953 -0.372 0.370 -0.483 0.203
H -0.885785 1.621893 -4.769599 -0.448 0.517 0.738 0.224
H 0.847322 1.172697 -3.018934 0.359 -0.496 -0.284 0.222
C -2.087817 -0.225005 -0.363114 2.595 2.078 0.521 -0.433
N -1.219039 -1.401094 -0.187479 -1.458 1.058 0.102 -0.438
C -1.060254 -1.612368 1.256670 0.106 -1.979 -1.049 -0.412
C -1.812462 -2.506340 -0.889323 1.723 -0.899 -0.792 -0.245
C -1.629207 -2.416482 -2.394874 -0.792 0.608 0.527 -0.026
C -2.561084 -2.858615 -3.298752 -0.987 -2.008 -1.594 -0.218
C -2.231849 -2.872884 -4.675931 -3.005 -1.284 0.373 -0.221
C -1.101140 -2.313141 -5.122443 1.110 1.112 -4.511 -0.227
C -0.205083 -1.781761 -4.249331 -0.512 -0.123 2.232 -0.201
C -0.451745 -1.879990 -2.881387 0.202 -0.300 -0.151 -0.204
H -3.008692 -0.189803 0.182214 -0.782 -0.562 0.667 0.169
H -2.316712 0.031289 -1.385109 0.155 -0.343 -0.576 0.211
H -1.462556 0.654847 0.023877 -1.002 -0.880 -0.492 0.207
H -2.007006 -1.987416 1.695833 0.299 0.270 0.165 0.160
H -0.759898 -0.689153 1.670815 0.177 1.000 0.745 0.210
H -0.251478 -2.358938 1.435667 -0.658 0.467 -0.053 0.214
H -2.805933 -2.768054 -0.595442 -1.073 -0.046 0.217 0.174
H -1.162693 -3.353864 -0.687051 -0.538 -0.545 0.597 0.208
H -3.481611 -3.462705 -3.065205 0.882 1.090 0.338 0.205
H -2.944041 -3.333227 -5.420918 0.728 0.583 1.029 0.202
H -0.946680 -2.191742 -6.306189 -0.175 -0.424 2.832 0.201
H 0.634719 -1.248343 -4.524371 1.820 0.739 -0.836 0.223
N 3.095807 -2.434309 -2.350472 -0.083 -1.872 -0.126 -0.858
C 3.015117 -1.347952 -1.560857 -0.940 0.743 0.887 0.305
S 3.376425 0.174714 -2.307348 0.162 -0.123 0.131 -0.530
N 2.542333 -1.482006 -0.331838 0.777 -0.457 0.001 -0.711
C 2.419702 -2.821580 0.096339 -1.247 -0.491 0.062 0.254
C 3.407701 -3.550370 0.753814 1.421 0.197 -0.532 -0.283
C 3.298925 -4.924679 0.963257 -1.927 0.048 -0.712 -0.209
C 2.114508 -5.600850 0.631549 0.442 0.309 -0.003 -0.252
C 1.041309 -4.847293 0.126780 0.900 -1.254 -0.115 -0.218
C 1.219466 -3.535063 -0.187815 -0.115 1.952 -0.269 -0.301
H 3.655236 -2.346518 -3.173988 -0.079 -0.183 -0.272 0.404
H 2.775845 -3.356949 -1.981857 0.757 1.234 -0.755 0.399
H 0.260937 -1.649870 -2.108225 0.447 0.787 -0.321 0.244
H 4.415066 -3.109188 0.854364 -0.700 0.034 0.262 0.213
H 4.116997 -5.508468 1.280358 0.986 -0.350 0.476 0.201
H 2.100275 -6.698583 0.626388 -0.223 0.519 0.349 0.203
H 0.141323 -5.351637 -0.169403 -0.421 -0.149 -0.036 0.202
H 0.420871 -2.970317 -0.714381 1.175 -0.524 0.644 0.217
```
Positions in Å, forces in eV/Å.

As for the energy relative to the best compared isomer or geometry (same formula, charge and spin): 0.00 kJ/mol. As for the charge: -1. The value obtained for the HOMO energy is -4.79 eV. For the frontier orbital gap, the calculation gives 7.125 eV.

***

Density functional theory data (ωB97M-V/def2-TZVPD) for one molecule with the formula C5H10NO2.

Structure (XYZ):
```
18
Properties=species:S:1:pos:R:3:forces:R:3:nbo_charge:R:1
O 1.337309 -3.081137 0.300134 -1.108 -0.123 0.682 -0.594
C 0.829444 -2.000532 0.074390 0.942 0.061 0.218 0.682
N -0.117930 -1.387737 0.956528 0.539 -1.423 -0.427 -0.653
C -0.349280 0.054848 1.035602 0.502 0.000 1.625 -0.266
C -1.311594 0.687876 0.104387 -1.199 2.606 -1.964 -0.343
C -0.695560 2.281011 -0.391964 -2.642 -0.916 -0.489 -0.071
O -1.082805 3.241238 0.414692 -0.652 -0.060 0.465 -0.365
C 1.484891 -1.238815 -1.099522 -1.362 0.650 -0.327 -0.716
H -0.230560 -1.920529 1.854684 0.233 0.711 -1.566 0.414
H 0.673631 0.538371 0.845057 -1.471 -0.206 1.202 0.194
H -0.925738 0.226398 2.018424 2.130 -0.103 -0.800 0.234
H -1.453856 0.168554 -0.851998 0.020 0.163 0.277 0.220
H -2.283277 1.067273 0.505978 0.704 -1.061 -0.128 0.230
H 0.306989 2.100632 -0.218129 2.511 -0.495 -0.626 0.169
H -1.114922 2.378760 -1.430047 0.719 -0.148 0.594 0.167
H 0.772792 -0.907894 -1.905923 0.456 -0.009 0.993 0.223
H 2.254378 -1.842479 -1.633034 -0.574 0.303 1.013 0.255
H 1.906085 -0.365839 -0.579259 0.252 0.050 -0.742 0.219
```
Positions in Å, forces in eV/Å.

As for the multiplicity: 2. As for the energy relative to the best compared isomer or geometry (same formula, charge and spin): 187.47 kJ/mol. Its expectation value of S² is 0.761. The value obtained for the HOMO energy (alpha / beta) is -9.81 / -9.82 eV. For the frontier orbital gap (alpha / beta), the calculation gives 10.610 / 8.040 eV.